w:
Here is a 12-piece molecular cluster, C48H60N12 overall from the OMol25 dataset. Energies are from wB97M-V/def2-TZVPD.

Output
- SMILES string: c1cc[nH]c1.c1cc[nH]c1.c1cc[nH]c1.c1cc[nH]c1.c1cc[nH]c1.c1cc[nH]c1.c1cc[nH]c1.c1cc[nH]c1.c1cc[nH]c1.c1cc[nH]c1.c1cc[nH]c1.c1cc[nH]c1
- Gap between HOMO and LUMO: 8.278 eV

The geometry in XYZ format:
```
120
Properties=species:S:1:pos:R:3:lowdin_charge:R:1
N 38.26100 54.58000 30.55400 0.03
C 38.91900 53.38100 30.98800 -0.09
C 38.95100 53.49400 32.33100 -0.16
C 38.33900 54.66400 32.76800 -0.11
C 38.06300 55.47400 31.63900 -0.06
H 37.87700 54.58900 29.54400 0.15
H 39.14200 52.64500 30.35200 0.04
H 39.54900 52.79300 32.97400 0.10
H 38.21500 54.98400 33.78200 0.06
H 37.83200 56.36100 31.40200 0.01
N 44.03200 55.00300 30.72100 -0.06
C 43.33700 54.41100 31.72600 -0.20
C 42.17800 55.07000 31.84500 -0.06
C 42.09100 56.17400 30.71400 -0.01
C 43.29000 55.92500 29.95100 -0.12
H 44.89600 54.68700 30.07600 0.20
H 43.80500 53.51300 32.16500 0.11
H 41.30800 54.91800 32.61000 0.10
H 41.47200 56.89000 30.65000 -0.02
H 43.71200 56.55200 29.17800 0.09
N 42.59400 49.71000 36.45600 0.00
C 43.47800 50.27900 35.51100 -0.21
C 42.92500 51.05600 34.59400 -0.04
C 41.40400 51.31300 35.23500 -0.01
C 41.36100 50.32300 36.22200 -0.17
H 42.88300 49.13100 37.19400 0.11
H 44.51500 49.85900 35.43500 0.12
H 43.41000 51.47300 33.67700 0.08
H 40.67800 51.88300 35.02000 -0.03
H 40.36700 49.94800 36.77600 0.15
N 39.18800 48.66500 32.11200 -0.02
C 38.68900 48.13800 30.94500 -0.19
C 37.62000 48.91000 30.52900 -0.11
C 37.55000 50.07000 31.54500 -0.08
C 38.58400 49.82000 32.47300 -0.15
H 40.06400 48.25600 32.48800 0.16
H 39.21100 47.41900 30.41700 0.07
H 36.89200 48.77200 29.60700 0.12
H 36.68400 50.79100 31.43200 0.09
H 38.89900 50.40200 33.36100 0.10
N 34.50500 54.63200 32.57900 0.07
C 34.81600 53.75700 31.53900 -0.10
C 33.74500 52.85400 31.45200 -0.08
C 32.67500 53.38100 32.39000 -0.10
C 33.19600 54.42400 33.01300 -0.14
H 34.98600 55.34600 32.69200 -0.02
H 35.78100 53.74100 31.16200 0.06
H 33.97000 51.80400 31.04400 0.10
H 31.64200 53.03500 32.48100 0.09
H 32.90400 55.06200 33.77800 0.08
N 37.44800 52.87400 36.35000 -0.01
C 37.42700 51.75700 36.97700 -0.24
C 36.63000 50.85400 36.34400 -0.04
C 35.90100 51.77500 35.29600 -0.02
C 36.59900 52.95300 35.32500 -0.13
H 38.00900 53.65000 36.54100 0.07
H 38.04700 51.59200 37.95500 0.14
H 36.47500 49.78200 36.43400 0.07
H 35.25400 51.53100 34.64800 0.00
H 36.57100 53.83600 34.62800 0.11
N 33.48400 57.76400 34.51600 -0.01
C 34.44600 57.16100 35.26300 -0.17
C 35.57300 57.32200 34.56500 -0.09
C 35.19900 57.72100 33.12900 -0.10
C 33.91700 57.93200 33.21500 -0.20
H 32.58800 57.96000 34.95800 0.15
H 34.21700 56.95900 36.28300 0.11
H 36.63700 57.21100 35.06100 0.10
H 35.95300 57.71700 32.22900 0.12
H 33.18700 58.32000 32.43200 0.14
N 38.72500 55.11300 27.61800 -0.08
C 37.64100 55.72500 27.06600 -0.14
C 37.73000 57.00000 27.54200 -0.08
C 39.05700 57.10600 28.24800 -0.10
C 39.66800 55.87800 28.26600 -0.16
H 38.92700 54.05500 27.73500 0.14
H 37.04700 55.07100 26.44600 0.10
H 37.01200 57.73500 27.28500 0.07
H 39.51800 58.03000 28.80300 0.11
H 40.72700 55.50200 28.41300 0.12
N 42.62300 49.88600 28.05300 -0.04
C 41.80900 49.78400 29.21300 -0.14
C 41.83000 51.04100 29.86200 -0.05
C 42.69400 51.95300 28.92900 -0.06
C 43.18800 51.13600 27.92900 -0.16
H 42.87900 48.99700 27.47500 0.19
H 41.11100 48.83600 29.58400 0.15
H 41.27200 51.23100 30.73600 0.05
H 42.83300 52.92000 28.90700 0.01
H 43.69100 51.33900 27.07600 0.07
N 39.15700 54.89000 38.22800 -0.05
C 40.12700 54.44300 37.30400 -0.17
C 40.00900 55.23100 36.22400 -0.07
C 38.85700 56.21000 36.61200 -0.12
C 38.50000 56.02000 37.83000 -0.19
H 38.98900 54.29300 39.08100 0.16
H 40.78900 53.49900 37.70700 0.17
H 40.41800 55.03300 35.23300 0.08
H 38.62200 56.92400 35.87500 0.06
H 37.50300 56.34900 38.40700 0.17
N 39.17900 52.37400 25.89300 0.03
C 39.51200 51.71100 27.00900 -0.15
C 38.32900 51.38300 27.74400 -0.10
C 37.23400 51.79800 26.92200 -0.16
C 37.72500 52.44100 25.86900 -0.17
H 39.71100 52.89400 25.32600 0.09
H 40.59900 51.65500 27.29800 0.10
H 38.06600 50.75100 28.69200 0.10
H 36.13600 51.76100 27.31300 0.14
H 37.16700 52.75000 24.90500 0.14
N 39.74300 60.64100 32.52600 -0.02
C 38.54800 60.68200 31.78700 -0.12
C 38.28100 59.41100 31.21800 -0.04
C 39.37200 58.54300 31.78000 -0.08
C 40.19900 59.35200 32.54100 -0.14
H 40.06600 61.56300 32.93200 0.17
H 37.84500 61.46900 31.80200 0.09
H 37.63900 59.24900 30.50800 0.02
H 39.51400 57.65300 31.64900 -0.05
H 41.30600 59.18900 32.91400 0.15
```

x:
Here is a 12-piece molecular cluster, C48H60N12 overall from the OMol25 dataset. Energies are from wB97M-V/def2-TZVPD.

Output
- SMILES string: c1cc[nH]c1.c1cc[nH]c1.c1cc[nH]c1.c1cc[nH]c1.c1cc[nH]c1.c1cc[nH]c1.c1cc[nH]c1.c1cc[nH]c1.c1cc[nH]c1.c1cc[nH]c1.c1cc[nH]c1.c1cc[nH]c1
- Gap between HOMO and LUMO: 8.012 eV

The geometry in XYZ format:
```
120
Properties=species:S:1:pos:R:3:lowdin_charge:R:1
N 4.70399 2.89997 1.55881 0.02
C 3.41174 2.81158 2.07006 -0.13
C 2.95127 4.08018 2.29532 -0.14
C 3.94468 4.99210 1.95984 -0.10
C 5.07570 4.22765 1.45715 -0.10
H 5.22818 2.06895 1.32488 0.07
H 2.91688 1.87860 2.29601 0.10
H 2.05463 4.43924 2.77856 0.08
H 3.80940 6.06357 1.96741 0.08
H 6.02227 4.49000 1.00817 0.09
N -3.79044 -5.44148 2.67957 -0.01
C -3.90790 -4.26540 1.97237 -0.13
C -2.61033 -3.91229 1.58490 -0.13
C -1.76067 -4.83505 2.18282 -0.12
C -2.50192 -5.82066 2.80097 -0.13
H -4.59442 -5.93303 3.04299 0.15
H -4.93422 -3.94752 1.86275 0.10
H -2.37251 -3.14514 0.86289 0.06
H -0.68784 -4.94133 2.11856 0.10
H -2.26287 -6.79942 3.18992 0.11
N 7.22082 0.96528 1.37273 0.00
C 7.26103 1.47126 0.07143 -0.11
C 6.26966 0.79231 -0.63689 -0.13
C 5.62836 -0.06373 0.22791 -0.12
C 6.23866 0.03611 1.47572 -0.14
H 7.73682 1.35197 2.15012 0.15
H 7.88385 2.30473 -0.21810 0.11
H 5.96379 0.96239 -1.65862 0.09
H 4.73839 -0.62734 -0.01018 0.09
H 5.91438 -0.39967 2.40917 0.12
N 3.77430 3.39433 -3.21053 0.01
C 2.61709 3.72969 -3.81301 -0.15
C 1.61667 3.64876 -2.89418 -0.16
C 2.18226 3.40283 -1.67793 -0.11
C 3.53712 3.19782 -1.88657 -0.12
H 4.65858 3.23941 -3.67329 0.15
H 2.62755 4.01808 -4.85373 0.11
H 0.55689 3.78430 -3.05201 0.09
H 1.68225 3.34901 -0.72216 0.09
H 4.42272 3.02222 -1.29388 0.09
N -5.48879 -2.14321 -0.91869 -0.02
C -4.23528 -2.55595 -1.25190 -0.13
C -3.80366 -1.84417 -2.39764 -0.07
C -4.91105 -1.05766 -2.76203 -0.12
C -5.91592 -1.22531 -1.85508 -0.14
H -5.98153 -2.64514 -0.19387 0.15
H -3.79924 -3.36022 -0.67795 0.09
H -2.87133 -1.96407 -2.92940 0.07
H -5.07135 -0.50465 -3.67575 0.11
H -6.94592 -0.90111 -1.87503 0.11
N -0.24100 3.10646 4.31785 0.05
C -0.91464 3.93346 3.48014 -0.17
C -0.89359 5.19824 4.02218 -0.14
C -0.06878 5.23013 5.12245 -0.13
C 0.41678 3.98896 5.19820 -0.16
H -0.06825 2.12037 4.18412 0.14
H -1.36807 3.58844 2.56267 0.09
H -1.41311 6.04402 3.59657 0.09
H 0.33299 6.04695 5.70363 0.11
H 1.14929 3.63209 5.90706 0.11
N -1.48911 -6.24335 -2.48778 0.00
C -1.36389 -5.66348 -1.20851 -0.11
C -0.63166 -4.47896 -1.32997 -0.12
C -0.36310 -4.33369 -2.69117 -0.12
C -0.83959 -5.45641 -3.38561 -0.13
H -2.14505 -6.98696 -2.67982 0.14
H -1.91214 -6.16239 -0.42307 0.10
H -0.49409 -3.89105 -0.43452 0.07
H 0.15706 -3.45936 -3.05362 0.08
H -0.78003 -5.61653 -4.45202 0.10
N -4.38116 0.02385 0.79186 0.06
C -4.37208 1.41582 0.89368 -0.11
C -3.85239 1.77721 2.10280 -0.14
C -3.41258 0.64736 2.76681 -0.12
C -3.86653 -0.39254 1.99761 -0.17
H -4.68249 -0.51282 -0.00894 0.08
H -4.71879 2.07144 0.10859 0.09
H -3.66999 2.72486 2.58767 0.09
H -3.02328 0.65434 3.77418 0.10
H -3.76677 -1.44217 2.23153 0.09
N -0.16298 -0.35500 -3.59140 0.02
C -0.59379 -1.27457 -4.45002 -0.17
C 0.09216 -1.06931 -5.61776 -0.12
C 0.89517 0.08483 -5.48714 -0.09
C 0.73238 0.47766 -4.16913 -0.12
H -0.55920 -0.27808 -2.66555 0.11
H -1.28553 -2.03357 -4.11561 0.08
H -0.08690 -1.58138 -6.55164 0.09
H 1.57987 0.57053 -6.16660 0.09
H 1.10060 1.34934 -3.64858 0.08
N -2.23042 3.86334 -1.67627 0.02
C -3.54742 3.93611 -1.99853 -0.14
C -3.90122 2.68983 -2.45164 -0.13
C -2.72598 1.88775 -2.54290 -0.10
C -1.70535 2.62576 -2.02908 -0.14
H -1.69464 4.62551 -1.28618 0.15
H -4.08875 4.85632 -1.83558 0.11
H -4.89058 2.32755 -2.68898 0.09
H -2.62608 0.84482 -2.80501 0.07
H -0.69081 2.30100 -1.85121 0.09
N 2.77566 -4.01282 3.55538 0.00
C 3.54640 -3.66230 2.49005 -0.16
C 2.90914 -2.70973 1.76415 -0.11
C 1.66748 -2.51070 2.40635 -0.11
C 1.64854 -3.22583 3.55666 -0.14
H 3.00211 -4.70985 4.25034 0.15
H 4.48087 -4.16639 2.29243 0.11
H 3.21260 -2.24722 0.83659 0.08
H 0.91262 -1.86895 1.97654 0.08
H 0.92648 -3.40826 4.33879 0.11
N -1.08531 -0.09721 0.41826 0.06
C -0.03774 0.74308 0.51910 -0.18
C 1.06550 0.13364 0.04206 -0.12
C 0.69901 -1.17863 -0.48217 -0.10
C -0.70453 -1.25057 -0.31528 -0.12
H -2.01813 0.16569 0.70255 0.09
H -0.11605 1.75376 0.89165 0.11
H 2.09484 0.45348 0.10954 0.08
H 1.34507 -1.97785 -0.81423 0.09
H -1.46181 -1.92484 -0.68715 0.07
```

Unit: kcal/mol. Relative energies: w 315.5; x 0.0.

w:
Here is a 2-piece molecular cluster, C9H9N3O2 overall from the OMol25 dataset. Energies are from wB97M-V/def2-TZVPD.

Output
- SMILES string: O=c1cc[nH]c(=O)[nH]1.c1ccncc1
- Gap between HOMO and LUMO: 8.998 eV

The geometry in XYZ format:
```
23
Properties=species:S:1:pos:R:3:lowdin_charge:R:1
C 2.48867 1.11699 -0.51936 -0.23
C 1.88461 0.14043 0.29416 -0.03
C 2.93157 -0.67025 0.76062 -0.07
C 4.28015 -0.47825 0.54639 -0.12
C 4.61411 0.46080 -0.30572 -0.17
C -1.56009 -0.74614 -0.18459 -0.38
C -2.82476 -1.54365 -0.33756 -0.01
C -3.97199 -0.95146 -0.25807 -0.17
C -3.21969 1.18629 0.19545 -0.47
H 1.99524 2.05975 -0.89766 0.12
H 0.85860 0.31973 0.63090 0.09
H 2.82710 -1.50069 1.58860 0.14
H 4.87600 -1.01577 1.21259 0.09
H 5.67165 0.38333 -0.63569 0.12
H -1.37775 1.37790 -0.34243 0.15
H -2.93656 -2.61897 -0.78657 0.15
H -4.90829 -1.64118 -0.34211 0.17
H -5.22270 0.60880 0.28216 0.23
N 3.66787 1.20747 -0.83893 0.05
N -2.00966 0.61263 -0.18144 0.19
N -4.19780 0.31102 0.05967 0.10
O -0.40374 -1.05255 -0.39409 0.07
O -3.46255 2.43378 0.45370 0.00
```

x:
Here is a 2-piece molecular cluster, C9H9N3O2 overall from the OMol25 dataset. Energies are from wB97M-V/def2-TZVPD.

Output
- SMILES string: O=c1cc[nH]c(=O)[nH]1.c1ccncc1
- Gap between HOMO and LUMO: 9.625 eV

The geometry in XYZ format:
```
23
Properties=species:S:1:pos:R:3:lowdin_charge:R:1
C 0.81082 -1.70076 0.33004 -0.07
C 1.91996 -1.39410 -0.58529 -0.04
C 2.43219 -0.10313 -0.79478 -0.07
C 2.13435 0.94093 0.11631 -0.03
C 1.25023 0.46566 1.10330 -0.16
C -1.01482 1.44501 -0.77967 -0.50
C -1.31986 1.49868 0.64783 -0.06
C -1.89077 0.53548 1.28246 -0.11
C -1.66386 -0.81008 -0.67839 -0.47
H 0.27843 -2.56288 0.39975 0.07
H 1.96379 -2.17992 -1.32203 0.09
H 3.08554 0.18492 -1.50461 0.06
H 2.50928 2.02106 0.00778 0.14
H 0.85638 0.82183 2.05055 0.10
H -0.68805 -0.05109 -2.20897 0.23
H -0.75072 2.49910 0.91005 0.18
H -2.26775 0.48497 2.33788 0.15
H -2.28629 -1.56331 0.96550 0.19
N 0.43609 -0.65604 1.18785 0.02
N -0.88628 0.22076 -1.17652 0.18
N -2.36115 -0.58046 0.50808 0.10
O -0.53458 2.38170 -1.48648 0.02
O -2.01296 -1.89834 -1.31063 -0.02
```

Unit: kcal/mol. Relative energies: w 0.0; x 20.0.